(1)
C37H33BCl3N13O4PtS2 as an isolated structure in a non-equilibrium geometry, computed with ωB97M-V with the def2-TZVPD basis set.

The calculation puts the HOMO energy at -12.677 eV. As for the relative energy (zero: lowest compared OMol25 entry of this formula, charge and spin): 37.35 kcal/mol. The total energy is -129615.6042 eV. The spin multiplicity is 1. The charge is +2. The HOMO-LUMO gap comes out at 4.98 eV.

Each line ends with the Mulliken charge.
Positions of all 94 atoms, in Å:
Pt1 -1.16 -1.73 0.41  3.86
Cl1 -2.68 5.82 0.00  -0.19
Cl2 1.27 4.95 3.49  -0.18
Cl3 6.19 3.10 2.98  -0.16
S1 -0.72 1.19 -3.58  1.01
S2 6.83 0.76 1.23  -0.17
O1 3.36 3.74 1.60  -0.19
O2 0.37 -0.95 -0.73  -1.13
O3 -1.62 0.75 -4.59  -0.68
O4 -0.75 2.56 -3.16  -0.63
N1 -1.91 1.49 1.11  0.03
N2 0.14 -3.26 0.75  -0.05
N3 1.28 0.95 2.75  0.46
N4 -2.54 -0.33 -0.20  0.39
N5 -0.01 -4.25 1.64  0.08
N6 -0.05 -0.68 2.15  -0.53
N7 -5.50 1.94 -1.64  -0.31
N8 -2.27 -3.44 2.60  0.02
N9 -0.93 0.26 -2.21  0.00
N10 -3.68 1.73 -0.29  -0.61
N11 -2.15 -2.84 -1.20  0.07
N12 -4.35 -0.06 -1.62  -0.79
N13 -2.52 -2.50 1.68  0.05
C1 0.51 4.51 2.00  0.74
C2 0.98 0.70 -3.83  0.00
C3 5.17 2.59 0.48  -0.09
C4 1.73 -4.75 0.38  -1.02
C5 5.98 2.23 1.53  0.51
C6 2.67 -0.36 -2.48  -0.20
C7 0.29 0.85 3.71  -0.54
C8 1.19 -3.55 -0.03  -0.26
C9 1.36 0.04 -2.68  0.56
C10 1.03 3.52 1.16  -0.11
C11 -1.91 -4.06 -1.65  0.02
C12 -2.69 -4.64 -2.63  -1.00
C13 -2.71 0.97 0.17  0.50
C14 -3.17 -2.11 -1.68  0.65
C15 0.19 -0.23 -1.80  -0.34
C16 -4.31 -2.65 2.99  -1.15
C17 3.19 0.48 -4.68  -0.62
C18 -3.76 -2.01 1.90  -0.05
C19 -3.38 -0.78 -1.16  1.03
C20 0.39 3.30 -0.06  0.28
C21 -4.50 1.21 -1.19  -0.03
C22 -3.99 -2.64 -2.67  -0.79
C23 -3.75 -3.91 -3.15  -0.63
C24 4.29 3.80 0.51  -0.74
C25 3.59 -0.12 -3.49  -0.97
C26 -3.34 -3.54 3.41  -0.30
C27 2.34 1.94 2.73  -1.22
C28 1.04 0.01 1.83  -0.91
C29 -0.64 5.21 1.65  -0.70
C30 1.88 0.92 -4.86  -0.82
C31 5.25 1.64 -0.58  -0.45
C32 0.94 -5.16 1.44  -0.31
C33 2.34 2.80 1.45  -0.08
C34 -0.53 -0.16 3.32  -0.78
C35 6.11 0.62 -0.32  -0.40
C36 -1.26 4.95 0.43  0.18
C37 -0.74 4.01 -0.44  -1.06
B1 -1.08 -4.42 2.74  -0.45
H1 -2.47 -5.64 -2.98  0.49
H2 -1.51 -5.54 2.70  -0.08
H3 -3.35 -4.25 4.21  0.47
H4 1.65 -0.17 0.96  0.96
H5 -6.05 1.61 -2.42  0.26
H6 2.96 -0.86 -1.56  0.47
H7 -5.59 2.90 -1.34  0.27
H8 -1.02 1.05 1.26  -0.45
H9 -4.80 -2.02 -3.04  0.59
H10 -4.37 -4.34 -3.92  0.51
H11 1.01 -6.05 2.05  0.45
H12 -1.42 -0.53 3.80  0.54
H13 1.57 1.39 -5.78  0.53
H14 0.78 2.56 -0.75  0.45
H15 2.22 2.59 3.59  0.22
H16 1.50 -2.90 -0.83  0.60
H17 6.36 -0.21 -0.95  0.41
H18 -0.58 -4.28 3.83  -0.03
H19 4.62 -0.42 -3.37  0.49
H20 0.26 1.47 4.59  0.51
H21 4.71 1.75 -1.51  0.61
H22 2.55 2.14 0.60  0.14
H23 3.76 3.91 -0.44  0.30
H24 -1.02 5.97 2.31  0.51
H25 -5.28 -2.48 3.42  0.50
H26 3.32 1.46 2.79  0.26
H27 -2.01 2.47 1.31  0.24
H28 -1.07 -4.59 -1.21  0.37
H29 2.58 -5.27 -0.05  0.51
H30 4.87 4.70 0.70  0.41
H31 -1.18 3.83 -1.41  0.70
H32 3.90 0.61 -5.48  0.47
H33 -4.20 -1.25 1.29  0.56

(2)
C23H17N5NaO2 as an isolated structure in a non-equilibrium geometry, computed with ωB97M-V with the def2-TZVPD basis set.

The calculation puts the HOMO energy at -3.752 eV. As for the relative energy (zero: lowest compared OMol25 entry of this formula, charge and spin): 66.48 kcal/mol. The total energy is -40089.8449 eV. The spin multiplicity is 1. The charge is -1. The HOMO-LUMO gap comes out at 6.16 eV.

Each line ends with the Mulliken charge.
Positions of all 48 atoms, in Å:
Na1 -1.10 -0.68 -0.53  1.05
O1 0.34 -3.37 -1.42  -0.72
O2 -1.01 -1.77 -2.29  -0.80
N1 1.82 -1.43 0.81  -0.94
N2 1.09 -1.18 -1.49  0.99
N3 0.67 -1.03 1.03  0.64
N4 0.49 0.76 -2.57  -0.44
N5 -1.87 -0.25 1.48  -0.48
C1 -5.33 0.70 0.64  -0.55
C2 -1.45 -0.10 3.89  -0.67
C3 2.61 -0.20 -3.27  0.50
C4 3.46 0.90 -2.69  -0.40
C5 -3.06 0.47 1.50  0.17
C6 2.10 -1.56 -0.57  -0.41
C7 1.15 -1.00 3.45  -0.38
C8 -3.21 1.73 2.11  -0.19
C9 1.85 2.58 -3.45  -0.38
C10 -0.58 -0.28 4.94  -0.61
C11 3.29 -2.06 -0.94  -0.46
C12 -4.15 -0.02 0.76  -0.44
C13 0.29 -0.81 2.36  0.10
C14 3.33 -1.52 -3.36  -0.99
C15 3.67 -2.28 -2.32  -0.65
C16 0.74 -0.73 4.73  -0.68
C17 0.03 -2.25 -1.79  0.63
C18 -4.39 2.44 1.99  -0.66
C19 1.34 -0.17 -2.43  0.03
C20 3.10 2.18 -2.85  -0.44
C21 -5.47 1.94 1.26  -0.44
C22 0.70 1.87 -3.36  -0.68
C23 -1.06 -0.35 2.54  0.40
H1 3.66 -1.82 -4.35  0.40
H2 -0.21 2.28 -3.79  0.41
H3 2.15 -1.35 3.24  0.40
H4 -0.93 -0.09 5.95  0.36
H5 -4.06 -0.99 0.29  0.40
H6 -2.38 2.14 2.66  0.48
H7 -2.47 0.22 4.08  0.48
H8 1.79 3.57 -3.90  0.36
H9 4.36 0.63 -2.16  0.36
H10 -6.38 2.51 1.16  0.36
H11 3.77 2.96 -2.51  0.39
H12 -6.15 0.30 0.07  0.35
H13 2.29 0.12 -4.27  0.58
H14 4.30 -3.15 -2.51  0.41
H15 3.96 -2.38 -0.15  0.50
H16 1.41 -0.87 5.57  0.35
H17 -4.47 3.42 2.46  0.33